Here is an isolated molecule of C22H26FN3O4S in a non-equilibrium geometry from OMol25. Energies are from the ωB97M-V functional and the def2-TZVPD basis.

Atoms and positions in Å:
C  -1.742  1.693  2.556
C  -1.534  2.394  1.229
O  -2.420  2.583  0.420
N  -0.257  2.788  1.041
C  0.191  3.499  -0.137
C  1.722  3.651  -0.121
C  2.427  2.334  -0.287
C  2.737  1.842  -1.549
C  3.365  0.619  -1.707
C  3.697  -0.145  -0.602
C  3.409  0.322  0.667
C  2.783  1.545  0.799
F  2.519  1.998  2.055
C  -0.256  2.824  -1.443
O  -0.480  3.475  -2.442
N  -0.299  1.482  -1.390
C  -0.907  0.701  -2.444
C  -2.270  0.172  -1.979
C  -2.111  -0.815  -0.819
N  -0.944  -1.668  -0.971
S  0.195  -1.593  0.236
O  0.228  -0.292  0.865
O  1.428  -2.116  -0.272
C  -0.490  -2.767  1.400
C  -0.866  -2.383  2.671
C  -1.405  -3.325  3.533
C  -1.559  -4.636  3.114
C  -1.173  -5.013  1.836
C  -0.636  -4.074  0.973
C  -0.457  -1.796  -2.327
C  0.018  -0.451  -2.883
H  -1.049  0.858  2.622
H  -2.766  1.336  2.625
H  -1.545  2.382  3.375
H  0.435  2.519  1.720
H  -0.263  4.500  -0.150
H  2.015  4.121  0.821
H  1.998  4.315  -0.942
H  2.474  2.432  -2.415
H  3.598  0.262  -2.699
H  4.173  -1.105  -0.723
H  3.653  -0.249  1.548
H  -0.097  1.010  -0.516
H  -1.057  1.404  -3.270
H  -2.770  -0.308  -2.821
H  -2.878  1.012  -1.643
H  -2.001  -0.273  0.122
H  -3.001  -1.452  -0.741
H  -0.727  -1.358  2.973
H  -1.702  -3.035  4.529
H  -1.978  -5.369  3.787
H  -1.291  -6.037  1.516
H  -0.322  -4.334  -0.025
H  0.370  -2.507  -2.302
H  -1.267  -2.214  -2.930
H  0.063  -0.509  -3.971
H  1.022  -0.250  -2.508

SMILES: CC(=O)N[C@@H](Cc1ccccc1F)C(=O)NC1CCN(S(=O)(=O)c2ccccc2)CC1
Relative energy (zero: lowest compared OMol25 entry of this formula, charge and spin): 0.000 eV
Spin multiplicity: 1
Lowest unoccupied orbital energy: 0.435 eV
HOMO-LUMO gap: 9.36 eV